{"formula": "C6H12O", "method": "wB97M-V/def2-TZVPD", "energy_ev": -8460.3873, "lumo_energy_ev": 0.08, "homo_energy_ev": -8.368, "e_above_lowest_kj_mol": 382.7, "species": ["C", "C", "C", "C", "C", "C", "O", "H", "H", "H", "H", "H", "H", "H", "H", "H", "H", "H", "H"], "coordinates": [[-2.22356, 0.85038, 1.17695], [-1.45729, 0.64717, -0.12370], [-0.75091, -0.71722, -0.23777], [0.53019, -0.57893, -1.08189], [1.46930, 0.07365, -0.13403], [2.90404, -0.14141, -0.29590], [-0.33616, -1.27524, 1.00966], [-2.65763, 1.85525, 1.21269], [-1.55350, 0.74556, 2.03522], [-3.02934, 0.11946, 1.29434], [-0.70342, 1.43986, -0.21022], [-2.13273, 0.75586, -0.98393], [-1.43707, -1.46657, -0.63996], [0.40381, 0.12300, -1.92712], [0.85617, -1.54012, -1.51480], [3.26488, -0.95856, -0.93605], [3.39651, -0.14951, 0.68363], [3.19886, 0.83067, -0.73320], [0.25786, -0.61329, 1.40606]], "forces_ev_per_a": [[-0.061, -0.003, 0.065], [0.015, 0.014, 0.016], [-0.144, -0.004, -0.174], [0.112, 0.028, 0.211], [0.287, 0.025, -0.314], [-0.023, -0.110, -0.017], [-0.195, 0.105, 0.201], [0.019, -0.162, -0.021], [-0.142, 0.024, -0.090], [0.083, 0.072, 0.005], [-0.090, -0.150, 0.043], [0.116, -0.047, 0.112], [0.066, 0.104, -0.113], [0.001, -0.046, 0.171], [0.071, 0.156, 0.171], [-0.085, 0.070, -0.006], [0.033, 0.025, -0.197], [0.062, -0.053, 0.000], [-0.126, -0.048, -0.062]], "mulliken_charge": [-1.220, -0.340, -0.051, -0.500, -0.218, -1.105, -0.600, 0.360, 0.303, 0.310, 0.206, 0.342, 0.421, 0.346, 0.415, 0.310, 0.317, 0.323, 0.380]}